The following is a DFT calculation (the ωB97M-V functional and the def2-TZVPD basis) of a structure of composition H76K3O46P2 at a distorted geometry.

Results
**Total charge**: -3
**2S+1**: 1
**HOMO-LUMO gap**: 3.10 eV
**HOMO energy**: 0.6212 eV

Each line ends with the Mulliken charge.
Geometry (Å):
K1 -1.11 -4.18 -2.10  0.92
K2 -2.66 -1.26 0.98  0.53
K3 -0.86 0.87 3.46  0.99
P1 -5.62 -1.86 -0.25  0.32
P2 0.37 -0.22 0.03  0.11
O1 -0.33 1.75 -2.50  -1.00
O2 1.87 4.91 2.64  -0.79
O3 4.54 2.79 3.18  -0.69
O4 1.88 -5.06 3.92  -0.63
O5 1.23 3.73 -0.89  -0.25
O6 3.19 6.29 0.83  -0.67
O7 -0.18 -0.64 1.44  -0.75
O8 -3.29 0.84 -0.98  0.33
O9 3.79 -1.89 0.98  -0.76
O10 -1.25 -1.00 -3.54  -0.24
O11 -1.33 -5.83 1.64  -0.66
O12 -0.12 6.08 -1.05  -0.73
O13 1.51 4.51 -3.63  -0.69
O14 -0.19 -2.63 -5.42  -0.62
O15 -2.63 2.61 -3.59  -0.76
O16 -4.86 -2.63 0.85  -0.86
O17 -6.46 -0.76 0.45  -0.98
O18 5.12 -3.21 2.95  -0.67
O19 0.80 1.32 0.00  0.32
O20 2.43 1.56 6.06  -0.66
O21 3.64 -4.62 0.84  -0.60
O22 3.24 0.69 -0.99  0.79
O23 -0.08 -3.16 2.19  0.29
O24 1.85 2.07 2.20  -0.11
O25 -6.69 -2.77 -0.89  -0.93
O26 1.99 -0.54 2.96  -0.66
O27 -4.55 -1.29 -1.26  -0.42
O28 3.86 3.61 -0.03  -0.57
O29 -4.02 0.96 2.86  -0.55
O30 -3.99 4.04 -1.65  -0.75
O31 1.54 -1.20 -2.85  -0.63
O32 0.81 -3.63 -0.51  -0.54
O33 -3.33 -2.50 -3.03  -0.39
O34 -2.69 4.23 2.61  -0.61
O35 4.93 1.13 -3.13  -0.68
O36 -3.90 -4.83 -0.49  -0.62
O37 3.67 -2.71 -3.10  -0.73
O38 -4.98 0.53 -3.25  -0.79
O39 -0.68 -2.78 4.83  -0.70
O40 1.62 -1.14 -0.30  -1.76
O41 -2.86 -1.26 4.20  -0.41
O42 -5.32 1.43 0.51  -0.84
O43 -1.55 2.32 0.81  0.34
O44 -0.78 -0.49 -0.97  0.99
O45 5.58 0.92 0.92  -0.53
O46 -1.10 -0.22 -6.38  -0.69
H1 1.51 4.16 -2.74  0.33
H2 4.99 0.41 0.36  0.14
H3 -2.48 3.50 2.02  0.30
H4 -4.63 0.24 2.97  0.27
H5 4.56 -3.98 3.06  0.31
H6 2.93 -1.61 0.66  0.19
H7 5.03 1.97 3.23  0.33
H8 6.36 1.05 0.38  0.24
H9 1.17 -0.40 -3.22  0.40
H10 -2.56 3.88 3.49  0.28
H11 1.61 -3.99 -0.12  -0.05
H12 -4.79 3.53 -1.48  0.32
H13 1.49 1.93 1.32  -0.04
H14 3.73 2.67 0.12  0.08
H15 3.76 -4.86 -0.07  0.27
H16 3.91 -2.76 0.62  0.46
H17 1.89 0.93 6.54  0.30
H18 4.39 -2.28 -2.63  0.28
H19 -0.14 -2.21 2.11  0.48
H20 -0.34 -2.87 3.94  0.27
H21 -0.66 0.87 -2.71  0.22
H22 -5.05 -0.04 -2.49  0.36
H23 -1.43 -4.96 2.02  0.28
H24 -1.39 -3.42 4.88  0.31
H25 3.76 2.57 2.66  0.24
H26 -4.37 1.48 2.13  0.29
H27 1.47 -1.08 -1.90  0.32
H28 2.90 -2.17 -2.92  0.31
H29 0.69 -2.30 -5.60  0.33
H30 5.45 0.34 -3.02  0.28
H31 2.44 -1.37 2.80  0.27
H32 0.96 2.90 -0.52  0.00
H33 -3.78 -2.05 -2.31  0.50
H34 -3.47 -1.99 4.10  0.24
H35 0.04 1.66 -1.62  0.09
H36 0.82 -2.71 -0.26  -0.01
H37 0.30 5.22 -0.94  0.43
H38 0.58 4.53 -3.88  0.28
H39 -2.09 -1.45 -3.66  0.32
H40 1.36 -0.47 2.24  -0.27
H41 -2.56 -1.33 5.11  0.21
H42 -2.40 0.50 -1.03  -0.17
H43 -4.52 -5.17 -1.14  0.28
H44 2.01 -5.86 3.41  0.30
H45 1.68 3.97 2.64  0.20
H46 2.27 1.24 2.42  0.28
H47 -1.61 -1.00 -6.57  0.35
H48 -4.23 -3.96 -0.28  0.27
H49 2.96 -0.20 -0.79  0.17
H50 -2.18 2.04 0.14  0.25
H51 -1.01 5.95 -0.74  0.34
H52 2.52 1.25 -0.71  -0.23
H53 -4.13 0.96 -3.14  0.23
H54 -4.02 -2.78 -3.62  0.17
H55 -2.06 -5.90 1.02  0.30
H56 -0.94 -0.27 -5.44  0.26
H57 4.81 3.73 -0.04  0.19
H58 1.01 5.33 2.52  0.33
H59 -2.42 3.49 -3.88  0.28
H60 2.18 3.78 -0.73  0.33
H61 -0.52 -2.06 -4.73  0.39
H62 1.02 -4.74 3.65  0.27
H63 0.38 -3.44 1.40  0.03
H64 -5.89 0.67 0.54  0.68
H65 2.45 1.23 5.16  0.35
H66 -3.85 0.09 -1.22  0.11
H67 -1.04 -1.14 -2.62  -0.28
H68 4.89 -2.87 2.09  0.33
H69 -4.50 1.10 0.13  0.00
H70 -1.93 2.39 -2.97  0.60
H71 3.20 -5.37 1.24  0.22
H72 4.27 1.08 -2.43  0.22
H73 -3.48 3.49 -2.25  0.38
H74 2.73 6.47 0.01  0.33
H75 2.66 5.63 1.27  0.38
H76 -0.71 2.00 0.50  -0.31